The following is a DFT calculation (wB97M-V/def2-TZVPD) of C22H14BrNO5S in the gas phase in a non-equilibrium geometry.

**Molecular weight**: 484.3 g mol⁻¹
**HOMO-LUMO gap**: 7.28 eV
**LUMO level**: -0.061 Eh
**E_tot**: -4249.86261 a.u.
**SMILES**: O=C1C(NS(=O)(=O)c2ccccc2)=C(Oc2ccc(Br)cc2)C(=O)c2ccccc21

ORCA input file:
```
! wB97M-V def2-TZVPD RIJCOSX def2/J DEFGRID3
* xyz 0 1
O 2.53794 1.75563 0.33306
O 1.73079 -2.84198 -2.19901
O -2.41426 -1.64261 -3.14877
O -0.98270 0.32510 -3.33406
Br -1.88985 0.15099 5.92064
O -0.11218 0.92928 0.11190
C 2.31131 0.68061 -0.23076
C 1.94288 -1.74338 -1.70244
C 0.91199 0.20071 -0.45565
C 0.76008 -0.97110 -1.21685
C -4.74955 1.49393 0.48058
C 5.89419 -0.28816 -1.09786
C 5.72362 -1.48952 -1.76907
C -4.00922 2.25833 -0.42506
C -4.54756 0.13620 0.54348
C -1.82303 1.36235 3.29032
C -0.34904 -0.54524 3.60060
C -1.35110 1.54868 1.99155
C 0.02998 -0.38714 2.26263
C 4.80161 0.43892 -0.61310
C 4.42364 -1.96274 -1.95858
C -3.08597 1.64589 -1.30922
C -3.64578 -0.49002 -0.38441
C -1.32811 0.32991 4.07967
C -0.43692 0.67835 1.42463
C 3.50312 -0.06173 -0.75202
C 3.31310 -1.23956 -1.47549
C -2.87890 0.25742 -1.28764
N -0.51010 -1.50201 -1.47109
S -1.67541 -0.59532 -2.41982
H -5.45001 1.98905 1.10859
H 6.90144 0.09481 -0.90123
H 6.58311 -1.98624 -2.19397
H -4.22999 3.32232 -0.52817
H -5.12008 -0.48523 1.24065
H -2.58198 2.01645 3.72826
H 0.15088 -1.32540 4.16159
H -1.72290 2.38967 1.41422
H 0.75008 -1.07121 1.85464
H 4.99280 1.30392 0.02250
H 4.21182 -2.89532 -2.43838
H -2.54574 2.23202 -2.04132
H -3.48225 -1.56244 -0.38697
H -0.55175 -2.45418 -1.82859
*
```